This record from the Open Molecules 2025 dataset describes 11 unconnected molecules or ions with the total composition C47H126N12O14 at a distorted geometry. The level of theory is ωB97M-V/def2-TZVPD.

Calculated values
net charge: 0
F_max: 6.2 eV/A
ΔE to the lowest compared entry with this formula, charge and spin: 141.61 kJ/mol
HOMO: -8.3 eV
SMILES: COC[C@H](C)N.COC[C@H](C)N.COC[C@H](C)N.COC[C@H](C)N.COC[C@H](C)N.COC[C@H](C)N.COC[C@H](C)N.COCCNCCOC.COCCNCCOC.COCCNCCOC.NC(N)=O

Last column: Löwdin charge in e.
Element x y z (Å)
C  5.5051  -16.1975  -8.3232  -0.10
O  4.4829  -15.1960  -8.4060  -0.21
C  4.9355  -13.9699  -7.7704  -0.17
C  3.5948  -13.1810  -7.7105  -0.45
C  3.6426  -11.6583  -7.5770  -0.06
N  2.6909  -13.8113  -6.7724  0.03
H  6.4323  -15.8581  -8.7851  0.08
H  5.3093  -17.1886  -8.7324  0.09
H  5.7496  -16.2214  -7.2613  0.08
H  5.3639  -14.0838  -6.7747  0.12
H  5.7666  -13.5073  -8.3027  0.12
H  3.0764  -13.2800  -8.6642  0.12
H  4.5782  -11.3363  -8.0342  0.07
H  3.6806  -11.4057  -6.5174  0.07
H  2.8600  -11.1534  -8.1434  0.07
H  1.7054  -13.6031  -6.8463  0.07
H  2.6889  -14.8049  -6.9536  0.06
C  9.3259  -23.2460  -11.4664  -0.09
O  9.1293  -22.4355  -12.6296  -0.19
C  10.1668  -22.4782  -13.5674  -0.24
C  9.9965  -21.5691  -14.7812  -0.46
C  11.1386  -21.8310  -15.7740  -0.05
N  9.7974  -20.1958  -14.4199  0.04
H  8.3829  -23.1729  -10.9246  0.09
H  10.1479  -22.9043  -10.8373  0.08
H  9.6585  -24.2412  -11.7616  0.08
H  11.1779  -22.3437  -13.1832  0.13
H  10.1309  -23.5077  -13.9235  0.12
H  9.0002  -21.7260  -15.1946  0.14
H  12.1156  -21.5141  -15.4094  0.08
H  10.9473  -21.3309  -16.7235  0.08
H  11.2217  -22.8816  -16.0524  0.07
H  9.1540  -20.1613  -13.6422  0.07
H  10.6835  -19.9004  -14.0355  0.07
C  15.5322  -24.2936  -1.6986  -0.13
O  16.4761  -25.3169  -1.6223  -0.20
C  17.7556  -24.7412  -1.1711  -0.19
C  18.9013  -25.7622  -1.0837  -0.41
C  18.9708  -26.6578  -2.3382  -0.05
N  18.6899  -26.5703  0.1470  0.02
H  14.6487  -24.8184  -2.0622  0.10
H  15.9616  -23.5009  -2.3112  0.08
H  15.5428  -23.7690  -0.7432  0.08
H  18.0141  -24.0107  -1.9377  0.12
H  17.6774  -24.3437  -0.1592  0.12
H  19.8488  -25.2940  -0.8170  0.13
H  18.8300  -25.9892  -3.1874  0.07
H  18.1993  -27.4269  -2.3018  0.08
H  19.9651  -27.0744  -2.4996  0.07
H  19.0195  -26.0381  0.9396  0.06
H  17.6884  -26.4462  0.1870  0.05
C  9.2656  -14.6248  4.7770  -0.13
O  8.8603  -15.8141  5.3576  -0.18
C  8.0188  -15.6419  6.4608  -0.24
C  8.0805  -16.8042  7.4183  -0.42
C  9.5748  -17.1141  7.8582  -0.05
N  7.6229  -17.9677  6.7379  0.03
H  10.0811  -14.8521  4.0904  0.09
H  9.7465  -13.9944  5.5250  0.08
H  8.4698  -14.0273  4.3321  0.09
H  8.2898  -14.7156  6.9673  0.12
H  6.9908  -15.4481  6.1545  0.12
H  7.5332  -16.5761  8.3330  0.14
H  10.0736  -16.3207  8.4148  0.06
H  10.2298  -17.2880  7.0045  0.07
H  9.6653  -17.9318  8.5733  0.07
H  8.1047  -18.0872  5.8583  0.08
H  6.6439  -17.8025  6.5524  0.07
C  11.8684  -16.2602  -4.9836  -0.09
O  12.2430  -17.0667  -6.0993  -0.19
C  12.5716  -16.4433  -7.3261  -0.24
C  13.0306  -17.4353  -8.3387  -0.45
C  14.3191  -18.1108  -7.8966  -0.06
N  13.2162  -16.8298  -9.6422  0.03
H  11.2965  -16.7605  -4.2021  0.09
H  11.2427  -15.5123  -5.4707  0.08
H  12.7065  -15.7537  -4.5048  0.08
H  11.7261  -15.8412  -7.6587  0.12
H  13.3448  -15.6904  -7.1734  0.12
H  12.1912  -18.1239  -8.4349  0.14
H  14.1186  -18.7214  -7.0163  0.08
H  15.0890  -17.3723  -7.6729  0.08
H  14.7288  -18.6631  -8.7423  0.07
H  13.8831  -17.2815  -10.2515  0.07
H  13.7614  -15.9811  -9.5904  0.07
C  4.7479  -15.4876  0.2369  -0.11
O  3.3972  -15.3595  0.6610  -0.18
C  2.6269  -14.4183  -0.0641  -0.19
C  3.0109  -12.9107  0.1596  -0.43
C  2.8180  -12.2659  1.5104  -0.06
N  2.2076  -12.1108  -0.8058  0.02
H  4.8926  -15.5388  -0.8422  0.09
H  5.2565  -16.2466  0.8313  0.09
H  5.3516  -14.6196  0.5019  0.07
H  2.7508  -14.6187  -1.1283  0.11
H  1.5708  -14.5858  0.1477  0.13
H  4.0368  -12.8686  -0.2062  0.12
H  3.5148  -12.7014  2.2267  0.08
H  1.7656  -12.4245  1.7456  0.08
H  2.9580  -11.1881  1.4277  0.07
H  2.5240  -11.1710  -0.9980  0.06
H  2.3626  -12.5404  -1.7067  0.06
C  17.5953  -12.6885  -10.4962  -0.12
O  18.2940  -13.8308  -10.9349  -0.19
C  19.5860  -13.9074  -10.3144  -0.20
C  20.2250  -15.1429  -10.9090  -0.47
C  21.4125  -15.6256  -10.1379  -0.08
N  20.6771  -14.8100  -12.2578  0.03
H  16.9043  -12.5020  -11.3183  0.09
H  18.2338  -11.8089  -10.4151  0.08
H  17.0443  -12.8499  -9.5696  0.09
H  20.1857  -13.0072  -10.4486  0.13
H  19.5203  -14.1443  -9.2524  0.12
H  19.4948  -15.9400  -11.0484  0.14
H  21.1910  -16.0287  -9.1497  0.08
H  22.1269  -14.8365  -9.9033  0.08
H  21.9708  -16.3510  -10.7297  0.08
H  21.1342  -15.5480  -12.7742  0.07
H  19.7818  -14.6209  -12.6853  0.06
C  23.4123  -21.9465  -5.4925  -0.13
O  23.6586  -21.2160  -4.3354  -0.20
C  23.9770  -21.9862  -3.2035  -0.24
C  24.0201  -21.2658  -1.8708  -0.21
N  22.6709  -20.7543  -1.6162  -0.06
C  22.5165  -19.7954  -0.4525  -0.16
C  21.0222  -19.4448  -0.2192  -0.21
O  20.7577  -18.4427  -1.2306  -0.21
C  19.3630  -18.2907  -1.5243  -0.10
H  22.3902  -22.3024  -5.3629  0.09
H  24.0761  -22.7875  -5.6929  0.09
H  23.3770  -21.3600  -6.4106  0.09
H  24.9300  -22.4678  -3.4222  0.12
H  23.1448  -22.6892  -3.1678  0.12
H  24.7105  -20.4237  -1.9193  0.12
H  24.3582  -21.9263  -1.0724  0.12
H  22.4284  -20.3846  -2.5242  0.09
H  22.9938  -18.8251  -0.5896  0.11
H  22.9095  -20.3564  0.3954  0.11
H  20.9144  -19.0573  0.7938  0.11
H  20.3409  -20.2952  -0.2492  0.11
H  19.0522  -19.2393  -1.9622  0.08
H  19.1500  -17.5451  -2.2903  0.08
H  18.8606  -17.9932  -0.6038  0.08
C  17.7063  -25.1582  -13.4034  -0.10
O  16.9505  -26.2848  -13.7432  -0.21
C  17.5515  -27.4593  -13.3534  -0.25
C  16.4843  -28.6000  -13.1076  -0.15
N  15.9629  -29.2778  -14.3508  -0.07
C  15.1054  -28.4103  -15.1032  -0.24
C  14.4265  -29.0719  -16.2902  -0.21
O  15.4298  -29.5384  -17.2274  -0.18
C  14.8762  -30.0978  -18.3934  -0.13
H  17.4638  -24.8349  -12.3910  0.09
H  17.3076  -24.4394  -14.1193  0.09
H  18.7573  -25.3703  -13.5997  0.09
H  18.3118  -27.4516  -12.5724  0.11
H  18.2628  -27.6766  -14.1502  0.12
H  15.6056  -28.1785  -12.6194  0.11
H  16.8628  -29.3799  -12.4469  0.10
H  16.7740  -29.6859  -14.7932  0.11
H  15.7671  -27.6369  -15.4931  0.11
H  14.3641  -27.8801  -14.5053  0.13
H  13.6493  -28.4066  -16.6663  0.12
H  13.8378  -29.9294  -15.9643  0.11
H  13.9101  -30.5474  -18.1640  0.08
H  15.5462  -30.8262  -18.8502  0.08
H  14.6858  -29.3485  -19.1618  0.08
C  10.3146  -0.9878  -3.5558  -0.09
O  11.2350  -1.9596  -4.1399  -0.21
C  10.7880  -2.5500  -5.3785  -0.21
C  11.6683  -3.7482  -5.6749  -0.22
N  11.2781  -4.9371  -4.9097  -0.07
C  12.0938  -6.0998  -5.3298  -0.18
C  11.7774  -7.4503  -4.5036  -0.18
O  12.6939  -8.5144  -4.7550  -0.20
C  13.9682  -8.3555  -4.2273  -0.14
H  9.3811  -1.3918  -3.1642  0.08
H  10.0744  -0.2781  -4.3475  0.08
H  10.7169  -0.4012  -2.7299  0.08
H  10.8265  -1.8652  -6.2257  0.12
H  9.7528  -2.8360  -5.1921  0.12
H  12.7066  -3.5503  -5.4089  0.12
H  11.6163  -3.9898  -6.7365  0.12
H  11.5254  -4.7168  -3.9556  0.10
H  13.1666  -5.9163  -5.3891  0.10
H  11.7397  -6.4514  -6.2988  0.11
H  10.8003  -7.8829  -4.7184  0.12
H  11.7591  -7.2242  -3.4375  0.10
H  14.5177  -9.2735  -4.4356  0.09
H  13.9229  -8.2363  -3.1448  0.09
H  14.5460  -7.5214  -4.6255  0.08
N  15.9899  -14.1387  -16.3936  0.16
C  16.2450  -15.2913  -16.8861  -0.84
N  16.4168  -15.2664  -18.1812  0.16
O  16.5409  -16.1992  -16.1739  0.06
H  15.6209  -13.4375  -17.0199  0.11
H  16.0589  -13.9353  -15.4067  0.13
H  16.2844  -16.1823  -18.5858  0.12
H  16.0932  -14.4374  -18.6590  0.10

Force components x, y, z for each atom (eV/Å):
C 0.6579 1.0610 0.9052
O 1.2027 -0.2618 0.1152
C -1.8828 -0.0166 -0.3963
C -0.8714 0.6733 -1.4707
C 1.2038 -0.5093 0.4626
N 0.1448 -0.8968 1.5148
H 0.0678 0.2121 -0.4185
H -0.8303 0.3416 0.0533
H 0.1322 -0.8245 0.1958
H -0.3807 -0.6753 0.4347
H -0.3453 0.2559 -0.7185
H 0.8174 -0.4495 -0.7929
H 0.1036 0.2425 0.0326
H -0.2372 0.4134 -0.0498
H -0.2388 -0.1363 0.4507
H 0.0881 0.8474 -0.3331
H 0.3741 -0.2756 0.0297
C 0.3164 0.6322 -0.8379
O -0.0956 0.9957 0.7722
C 0.1563 -1.5473 -0.8019
C -1.2463 -0.7564 0.2721
C -0.6262 0.1832 -0.3348
N 1.3581 1.1218 0.2384
H 0.2037 -0.4978 0.0164
H 0.0325 0.5532 0.1068
H -0.6248 -0.4325 -0.0276
H 0.1279 0.3464 0.6769
H 0.4399 -0.3860 -0.4409
H 0.1460 -1.2278 -0.6161
H -0.0501 0.1341 0.1975
H 0.0094 0.3108 0.1253
H -0.1102 -0.1475 0.3425
H -0.2717 0.0046 0.0924
H 0.2385 0.7175 0.2191
C 1.0930 0.1381 0.1851
O 2.5640 -0.5319 1.0377
C 0.0008 -0.7729 -1.2684
C -0.0999 -1.0216 0.5478
C 0.4029 1.0762 0.2633
N -0.8228 -0.0755 -0.6415
H -0.3415 0.9375 0.2229
H -0.5996 0.0652 -1.0184
H -1.1995 -0.2451 0.5196
H 0.0499 0.5657 0.2457
H -0.4270 0.5953 -0.0987
H 0.0369 0.6968 -1.0400
H -0.3488 -0.1975 -0.2715
H 0.1216 0.0926 -0.1034
H -0.1054 -0.3207 0.3888
H 0.2285 0.0804 0.1728
H -0.5421 -1.0703 0.8551
C 1.0503 0.5823 0.1938
O -0.2338 -1.0273 -0.0814
C -0.0725 1.5268 0.8088
C 3.0711 -0.0789 0.0874
C -0.2571 0.6911 0.2792
N -1.2257 -1.1569 0.4582
H -0.4018 -0.0476 -0.4274
H -0.0335 0.2914 0.3256
H -0.1931 -0.1995 -0.3093
H 0.3363 0.2462 0.3059
H -0.3827 -0.3012 -0.2894
H -0.3888 -0.1508 -0.1949
H -0.3337 0.6270 -0.1347
H -0.2746 -0.2545 -0.1270
H -0.4877 -0.4005 -0.3975
H 0.0518 0.1057 -0.0873
H -0.2284 -0.4526 -0.4142
C -0.0932 1.0179 -1.7366
O 0.3913 -1.6728 0.6931
C -0.3451 1.7651 1.1391
C 0.4803 -0.7806 -0.3486
C -0.2749 -0.1840 0.1235
N 0.0374 1.4334 -0.8891
H 0.1038 -0.5975 -0.5060
H -0.3737 0.5773 0.7111
H 0.3097 -0.0445 -0.1152
H -0.4462 -0.1696 -0.3812
H 0.5623 0.1205 0.1704
H 0.2239 -0.5271 -0.0136
H 0.3835 -0.1989 -0.1017
H -0.1064 0.2391 0.2517
H -0.1406 -0.5204 0.2299
H -0.3374 -1.3292 0.0672
H -0.3689 0.8751 0.6974
C 0.3549 1.0887 0.6926
O 0.2365 -0.0096 -0.0110
C 0.1516 0.8855 0.2826
C 0.1057 0.3432 -1.5320
C -0.0573 -0.7306 -0.3157
N -0.3729 -1.0083 -0.5546
H -0.3554 -0.7136 -0.1662
H -0.5238 -0.5962 -0.4703
H -0.1730 0.6109 0.1674
H 0.0687 0.0517 -0.3388
H 0.0482 -0.0541 0.3475
H 0.5257 0.1338 0.5602
H -0.3118 0.1199 0.2992
H 0.0756 -0.0534 0.5531
H 0.2361 -0.0452 0.0626
H 0.3717 0.2428 0.7949
H -0.3786 -0.2682 -0.3834
C -0.5150 -0.0145 -1.0609
O 1.0486 0.6256 0.8565
C -0.6662 -1.7310 -0.0810
C 1.2092 -0.1929 -0.8459
C 0.8061 -0.0694 0.8563
N -0.5232 1.0434 -0.2321
H -0.3691 0.2741 0.2876
H 0.1802 0.0141 0.1500
H 0.0651 -0.0627 0.1596
H -0.0044 0.0414 -0.2682
H -0.4547 0.4198 0.4147
H -0.3930 -0.0560 0.8523
H -0.3287 -0.3714 -0.1235
H -0.0311 0.3843 -0.3572
H -0.0938 -0.2239 0.1571
H -0.1451 -0.3221 0.2446
H 0.1971 0.2401 -1.0117
C -1.3061 -0.5837 -0.1414
O 1.0427 2.3803 0.1408
C -0.1456 -1.1427 -0.3945
C -0.5555 1.1498 -0.3005
N -0.0463 0.2621 0.8331
C -1.1747 -1.4923 -1.2898
C 1.1741 0.5184 -0.7246
O -0.4819 -0.1655 0.2459
C 0.7937 -0.5022 0.1976
H -0.1961 -0.7153 -0.3616
H 0.2814 -0.0858 0.3721
H 0.3556 0.6043 0.3997
H 0.0974 -0.4228 0.3092
H 0.2158 -0.7967 0.5109
H 0.5226 0.0673 -0.0724
H -0.0477 -0.2411 -0.1258
H -0.6623 0.7529 0.2551
H 0.4687 -0.0689 0.0307
H 0.1090 0.3225 0.1851
H -0.0384 0.5413 0.0963
H 0.0710 -0.2097 -0.5961
H -0.6571 -0.1392 0.3852
H 0.6546 0.2464 0.1145
H -0.4873 -0.2913 -0.0672
C -0.8610 0.3142 -0.9693
O -0.8713 0.2085 0.7667
C 0.1347 -2.4468 -0.4329
C 0.1190 0.0804 -1.4408
N 0.2030 -0.2855 3.0225
C 1.1797 0.4264 -1.7760
C 0.3824 -0.7824 0.3827
O -0.5789 0.6881 0.6093
C -0.4160 0.1967 -0.1463
H 0.4740 0.0389 0.1868
H 0.5454 0.6098 0.2437
H 0.2170 0.4111 0.2692
H -0.6309 0.8013 1.1707
H -0.1489 -0.9762 -0.7689
H 0.1516 0.2525 0.1585
H 0.2957 0.0958 -0.0588
H -0.4036 0.2388 -0.8452
H -0.3886 0.6561 -0.4885
H 0.0033 -0.4312 0.3753
H 0.4094 0.4716 -0.7875
H 0.1313 -0.4405 0.2334
H -0.0340 -0.3888 -0.0584
H 0.0974 -0.0894 0.3840
H -0.0136 0.3530 -0.0303
C 0.2900 -0.1822 -1.2610
O -0.3703 0.6805 0.7704
C -0.0023 0.1078 1.1774
C -0.2611 -0.4606 0.2674
N 0.4407 -0.8215 -0.1878
C -1.5982 -1.9266 0.3692
C 0.7442 0.9946 0.1881
O -0.8090 0.5587 -0.6837
C 0.5354 -0.2397 0.4933
H -0.0409 -0.6121 -0.2631
H -0.2378 0.1969 -0.0012
H 0.7939 -0.4548 -0.1535
H 0.0694 0.4384 0.1088
H -0.1534 -0.3569 -0.4748
H 0.2532 0.6393 -0.3543
H -0.0377 0.0288 -0.0540
H -0.1374 -0.1113 0.3751
H 0.1608 0.0655 0.1807
H 0.2679 0.6718 -0.4842
H 0.0010 0.4177 -0.3893
H 0.1897 0.0818 0.3623
H -0.0069 0.0284 -0.0366
H 0.0171 0.0693 0.2911
H -0.1079 0.1844 -0.2401
N -1.9359 5.5929 1.7519
C 1.8037 -1.1571 1.3670
N -0.2455 -0.8400 -3.8673
O 0.2522 -3.2919 1.4392
H 0.1080 0.2300 0.6550
H -0.1431 -0.3031 -0.3489
H 0.1258 0.3373 -0.5461
H 0.0429 -0.5759 -0.4381